Entry 1:
110
Properties=species:S:1:pos:R:3 method="wB97M-V/def2-TZVPD" smiles="[H]/N=C/CP(CCO)(CCCCCN)(NCCC)[C@@H](C)CC.COP(=O)(OC)OC.COP(=O)(OC)OC.COP(=O)(OC)OC" multiplicity=1 orbital_gap_ev=5.311 energy_ev=-95213.34740 homo_ev=-7.9817 charge=0
C 0.5002 6.1535 2.7054
C -0.5584 5.9471 1.5611
C -1.2436 4.5579 1.8253
N -0.5232 3.5364 1.1072
P -1.3844 2.0074 0.6697
C -2.2212 2.9775 -0.7592
C -1.7853 2.4831 -2.1503
N -2.5980 2.6809 -3.0985
C -2.1685 1.8740 2.3491
C -1.1515 1.7906 3.5348
O -1.8224 1.9608 4.7763
C 0.3654 1.3573 0.2144
C 1.5145 1.7229 1.2031
C 2.7348 0.7617 0.8463
C 3.0964 -0.2426 1.9849
C 4.6494 -0.2598 2.1173
N 5.1533 -1.4018 2.9116
C -2.0907 0.3753 0.0130
C -1.8451 -0.8960 0.9212
C -3.5751 0.3208 -0.4459
C -4.6611 0.7847 0.5530
H 0.0690 6.6549 3.5815
H 0.7802 5.1395 3.0470
H 1.4336 6.6111 2.3514
H -1.2821 6.7723 1.6019
H -0.0045 5.9620 0.6123
H -2.2990 4.6934 1.4786
H -1.2861 4.4463 2.9210
H 0.0199 3.8940 0.3341
H -1.8865 4.0284 -0.7821
H -3.3127 3.0246 -0.6664
H -0.8334 1.9631 -2.3234
H -2.1961 2.3139 -3.9670
H -2.9417 2.6388 2.5459
H -2.7650 0.9572 2.4899
H -0.4016 2.5983 3.4626
H -0.6002 0.8443 3.4724
H -2.3628 2.7572 4.7146
H 0.4071 0.2705 0.0803
H 0.6737 1.7940 -0.7547
H 1.3000 1.5129 2.2546
H 1.9286 2.7235 1.0405
H 2.5290 0.1886 -0.0731
H 3.6262 1.3768 0.6316
H 2.7055 0.0374 2.9729
H 2.7447 -1.2433 1.6816
H 5.1126 -0.2324 1.1184
H 4.9579 0.6671 2.6325
H 4.3928 -2.0025 3.2031
H 5.8091 -1.9071 2.3293
H -1.5225 0.0902 -0.8958
H -1.5672 -1.7671 0.3074
H -2.7317 -1.1572 1.5135
H -0.9683 -0.6819 1.5585
H -3.7781 0.8267 -1.4054
H -3.7917 -0.7445 -0.6633
H -4.6384 0.1600 1.4630
H -4.5368 1.8259 0.8888
H -5.6501 0.6896 0.0814
C -3.8237 -5.4417 0.3892
O -3.0887 -5.7769 -0.7810
P -3.5762 -5.0540 -2.2398
O -3.8809 -3.7097 -1.6241
O -4.8850 -6.0554 -2.2703
C -4.6663 -7.4710 -2.2506
O -3.9192 -4.5319 -3.8091
C -5.2637 -4.1959 -4.1212
H -3.6118 -6.2077 1.1359
H -3.4928 -4.4781 0.7756
H -4.8965 -5.4172 0.1928
H -4.9116 -7.8575 -1.2611
H -3.6339 -7.7310 -2.4862
H -5.3236 -7.9358 -2.9847
H -5.7071 -3.5793 -3.3386
H -5.8618 -5.0939 -4.2744
H -5.2457 -3.6319 -5.0534
C -2.5741 1.5012 -10.7099
O -1.7572 1.6539 -9.5552
P -2.5301 1.5867 -8.0575
O -3.5203 0.4959 -8.3486
O -3.1506 3.0940 -8.2680
C -2.2585 4.1632 -8.6051
O -2.7492 1.6418 -6.3910
C -3.9967 2.1273 -5.9027
H -2.0099 1.8868 -11.5592
H -2.7846 0.4461 -10.8817
H -3.5073 2.0576 -10.6147
H -2.3823 4.4136 -9.6590
H -1.2157 3.9017 -8.4237
H -2.5142 5.0339 -8.0024
H -4.8368 1.6972 -6.4487
H -4.0327 3.2146 -5.9615
H -4.0724 1.8425 -4.8563
C 9.6714 -3.3768 8.7153
O 10.1852 -3.5136 7.3962
P 9.4791 -2.5589 6.1977
O 9.2827 -1.2949 6.9850
O 8.1423 -3.5174 6.1725
C 8.3135 -4.9289 6.0056
O 9.1548 -1.9260 4.6781
C 7.8156 -1.5171 4.4022
H 9.9832 -4.2571 9.2778
H 10.0936 -2.4921 9.1908
H 8.5823 -3.3167 8.7149
H 8.1453 -5.4257 6.9616
H 9.3108 -5.1829 5.6456
H 7.5769 -5.2872 5.2869
H 7.3992 -0.9387 5.2264
H 7.1883 -2.3805 4.1995
H 7.8379 -0.8929 3.5105

=====

Entry 2:
104
Properties=species:S:1:pos:R:3 method="wB97M-V/def2-TZVPD" multiplicity=1 orbital_gap_ev=6.809 energy_ev=-117145.03853 homo_ev=-10.2610 charge=+1
C -2.7624 1.4921 -2.4608
O -3.8381 0.5853 -2.5906
C -3.4783 -0.7470 -2.9020
C -3.9469 -1.6674 -1.7760
C -3.0960 -1.3539 -0.5504
C -3.4619 -2.1078 0.7320
C -2.2337 -2.3172 1.6322
C -1.8794 -1.0857 2.4651
C -1.1156 0.0211 1.7309
C 0.4356 -0.0663 1.7710
C 1.0194 -1.4239 2.1587
C 2.3768 -1.6284 1.4717
C 2.2410 -2.5001 0.2148
C 2.8865 -1.9033 -1.0372
S 1.7315 -0.7281 -1.7913
H -1.8330 1.0200 -2.1457
H -2.6403 2.0971 -3.3602
H -3.0356 2.1919 -1.6731
H -3.8631 -1.0508 -3.8761
H -2.3901 -0.8573 -2.9580
H -4.9737 -1.3851 -1.5633
H -3.8457 -2.7117 -2.0533
H -2.0474 -1.5524 -0.8001
H -3.1797 -0.2885 -0.3549
H -4.2637 -1.6171 1.2737
H -3.8239 -3.0936 0.4535
H -2.4681 -3.1238 2.3222
H -1.4194 -2.6542 0.9945
H -1.3429 -1.3496 3.3708
H -2.8182 -0.6575 2.8090
H -1.3830 0.9599 2.2087
H -1.4302 0.1217 0.6977
H 0.7957 0.2356 0.7848
H 0.8013 0.6869 2.4598
H 0.4028 -2.2580 1.8652
H 1.1792 -1.4571 3.2282
H 2.8246 -0.6760 1.2059
H 3.0382 -2.1607 2.1470
H 2.6492 -3.4919 0.3562
H 1.1855 -2.6570 -0.0197
H 3.0993 -2.6717 -1.7689
H 3.8017 -1.3790 -0.7886
H 0.6034 -1.4191 -2.0497
H 2.2396 -0.4682 -3.0099
C 2.0609 4.9591 3.3141
S 0.8501 3.8439 4.0344
O 1.4386 2.4752 4.0013
C -0.3254 3.9453 2.6775
H 2.9113 5.0096 3.9904
H 2.3808 4.5758 2.3451
H 1.6194 5.9496 3.2067
H 0.1562 3.6319 1.7506
H -0.6900 4.9685 2.5908
H -1.1562 3.2808 2.9057
C 0.3909 -6.4975 4.5492
S 0.2177 -4.7103 4.5236
O 0.5904 -4.2555 3.1518
C 1.6237 -4.3637 5.5870
H -0.3768 -6.9166 3.9024
H 1.3782 -6.7747 4.1797
H 0.2478 -6.8587 5.5672
H 2.5275 -4.7860 5.1475
H 1.4436 -4.7903 6.5732
H 1.7228 -3.2833 5.6710
C -6.4262 -5.7690 -1.8541
S -6.4990 -4.0648 -1.2830
O -6.3356 -4.0910 0.1944
C -8.2491 -3.8352 -1.6233
H -5.4142 -6.1339 -1.6902
H -7.1319 -6.3758 -1.2871
H -6.6604 -5.8041 -2.9182
H -8.8284 -4.5767 -1.0735
H -8.4241 -3.9295 -2.6950
H -8.5246 -2.8355 -1.2946
C 7.7696 -2.2373 2.5058
S 6.6414 -2.7733 3.8007
O 7.4511 -3.4862 4.8156
C 5.8137 -4.0322 2.8121
H 8.4193 -1.4735 2.9268
H 8.3674 -3.0836 2.1673
H 7.1982 -1.8155 1.6782
H 6.5453 -4.7553 2.4513
H 5.3008 -3.5557 1.9751
H 5.0868 -4.5318 3.4490
C 0.4896 3.3083 -5.0713
S 0.4230 5.0457 -4.6034
O 0.5098 5.0851 -3.1168
C -1.2988 5.2862 -5.0479
H 1.4872 2.9358 -4.8445
H -0.2546 2.7488 -4.5018
H 0.3010 3.2117 -6.1404
H -1.9213 4.5840 -4.4926
H -1.4177 5.1409 -6.1212
H -1.5673 6.3072 -4.7867
C 3.1028 10.5425 -4.7332
S 2.7037 8.8589 -5.2201
O 1.2947 8.8582 -5.6965
C 2.6906 8.1840 -3.5523
H 3.1202 11.1548 -5.6321
H 2.3413 10.9147 -4.0481
H 4.0848 10.5585 -4.2606
H 1.9568 8.7182 -2.9490
H 3.6860 8.2785 -3.1174
H 2.4157 7.1326 -3.6141